A 2-piece molecular cluster, C9H21N overall in a non-equilibrium geometry. Source: OMol25; level of theory: ωB97M-V/def2-TZVPD.

Last column: Löwdin charge in e.
Positions of all 31 atoms, in Å:
C -0.99435 -1.33786 -0.07277  -0.545
C -1.63150 -1.82019 1.20243  -0.092
C -0.09787 -2.35248 -0.73783  -0.088
N -1.96339 -0.82855 -0.99605  0.050
H -0.17840 0.05636 -0.41044  0.154
H -2.59127 -0.15110 -0.57476  0.076
H -1.54024 -0.41365 -1.82534  0.073
H -0.66803 -3.21584 -1.10950  0.079
H -0.87309 -2.09778 1.93761  0.070
H -2.27193 -1.05675 1.65294  0.066
H -2.25849 -2.70853 1.03056  0.079
H 0.65714 -2.72253 -0.04272  0.070
H 0.42176 -1.91961 -1.60067  0.070
C 1.69015 -0.27074 1.09429  -0.042
C -0.33066 1.12084 1.69983  -0.051
C 1.75334 1.02891 -1.61553  -0.085
C -0.06787 2.61112 -0.85179  -0.086
C 0.52836 0.55207 0.59854  -0.364
C 0.60285 1.27068 -0.66660  -0.375
H 2.00065 -0.02842 -1.71458  0.059
H 0.61850 3.43868 -0.61033  0.081
H 1.35460 -1.01082 1.82203  0.079
H 2.20595 -0.80373 0.29898  0.072
H 2.41658 0.39011 1.58258  0.101
H -1.33830 1.36084 1.35691  0.079
H -0.42337 0.41435 2.52374  0.078
H 0.11460 2.04736 2.07770  0.101
H 2.67020 1.55012 -1.30120  0.082
H 1.51932 1.39153 -2.62028  0.075
H -0.37108 2.75360 -1.89287  0.073
H -0.95415 2.75203 -0.23488  0.061

Properties
M: 143.27 g mol⁻¹
E_LUMO: 0.81 eV
Orbital gap: 6.406 eV

One molecule with the formula C6H6O2 in a non-equilibrium geometry. Source: OMol25; level of theory: ωB97M-V/def2-TZVPD.

Last column: Löwdin charge in e.
Positions of all 14 atoms, in Å:
C -1.44543 -0.93727 -0.37830  -0.198
C 1.99011 1.49508 0.07934  -0.002
C -0.08901 -0.28882 -0.32819  -0.049
C 1.55098 0.70792 -1.11038  -0.457
C -1.92622 -1.36430 0.92256  -0.155
C -2.36866 -1.69006 1.98625  0.117
O 0.03988 0.64105 -1.22308  0.034
O 2.18386 0.38399 -2.06530  0.153
H -1.28399 -1.82174 -1.01167  0.137
H -2.18261 -0.30822 -0.89220  0.124
H 3.02407 1.24408 0.31747  0.097
H 1.93375 2.56262 -0.16811  0.102
H 1.35441 1.29729 0.94452  0.078
H -2.78116 -1.92162 2.92709  0.019

Properties
M: 110.11 g mol⁻¹
E_LUMO: 0.59 eV
Orbital gap: 9.563 eV

One molecule with the formula C5H13NO2 in a non-equilibrium geometry. Source: OMol25; level of theory: ωB97M-V/def2-TZVPD.

Last column: Löwdin charge in e.
Positions of all 21 atoms, in Å:
C 0.08994 -0.78027 -0.48847  -0.525
C -1.70691 -1.34969 -0.40513  -0.159
C -0.10424 -0.37263 0.89609  -0.079
C 0.17070 0.20582 -1.62380  -0.027
C 1.29006 1.92656 1.18076  -0.198
N 1.40801 0.48523 1.06870  -0.108
O 0.87414 -1.90903 -0.62986  0.014
O -2.65130 -0.31909 -0.60418  -0.077
H 1.66559 -1.67676 -1.13933  0.111
H -2.87618 0.06763 0.25320  0.085
H 2.00260 0.11403 1.80799  0.071
H -1.69168 -1.96279 -1.30787  0.100
H -1.98604 -2.01590 0.41607  0.108
H -0.82859 0.40580 1.11012  0.106
H 0.00027 -1.17447 1.62153  0.117
H 1.18112 0.61276 -1.70800  0.086
H -0.52857 1.02887 -1.47811  0.084
H -0.05722 -0.29560 -2.57156  0.093
H 0.97103 2.25321 2.18227  0.064
H 0.54501 2.31296 0.47292  0.064
H 2.23225 2.44335 0.94668  0.070

Properties
M: 119.16 g mol⁻¹
E_LUMO: 0.80 eV
Structure (SMILES): CNC[C@@](C)(O)CO
Orbital gap: 9.048 eV

One molecule with the formula C24H23NOS in a non-equilibrium geometry. Source: OMol25; level of theory: ωB97M-V/def2-TZVPD.

Last column: Löwdin charge in e.
Positions of all 50 atoms, in Å:
C 5.12484 -4.45399 2.61589  -0.065
O 5.01268 -3.96891 1.26045  -0.096
C 3.83322 -3.38368 0.90648  -0.268
C 3.86214 -2.50325 -0.20383  -0.006
C 2.75550 -1.73288 -0.49566  -0.100
C 1.54725 -1.88548 0.22869  -0.535
S 0.01514 -1.36960 -0.46374  1.012
C 1.54496 -2.73194 1.35564  -0.090
C 2.64108 -3.52611 1.65871  -0.023
H 6.20339 -4.52175 2.75978  0.091
H 4.66401 -3.76450 3.33926  0.095
H 4.64229 -5.43832 2.70060  0.093
H 4.77184 -2.44859 -0.80039  0.119
H 2.77939 -1.07115 -1.35616  0.098
H 0.63202 -2.85238 1.93011  0.094
H 2.57846 -4.24676 2.47648  0.108
C 1.83988 2.04008 -0.55534  -0.011
C 0.44049 2.03685 -1.01283  -0.226
N 0.02773 2.86357 -2.01448  -0.068
C 0.88566 3.78985 -2.71107  -0.016
C -1.31329 2.64418 -2.30784  -0.161
C -1.76756 1.58070 -1.46735  -0.118
C -3.09894 1.18681 -1.58394  -0.025
C -3.95287 1.91746 -2.43262  -0.090
C -3.47456 2.97096 -3.22958  -0.096
C -2.12304 3.34865 -3.17865  -0.024
C -0.63548 1.22696 -0.63096  -0.179
C -0.53816 0.14572 0.40067  -0.438
C -1.82205 -0.11600 1.20135  -0.240
C -2.67733 0.94653 1.50263  -0.054
C -3.87549 0.71410 2.18676  -0.078
C -4.15825 -0.56205 2.68275  -0.095
C -3.25070 -1.60807 2.46700  -0.078
C -2.09033 -1.37986 1.71535  -0.073
H 1.88950 1.50558 0.39495  0.078
H 2.51322 1.53585 -1.26637  0.092
H 2.24343 3.05219 -0.41300  0.085
H 0.28135 4.31788 -3.45035  0.075
H 1.29835 4.52594 -2.00745  0.096
H 1.70627 3.26714 -3.23250  0.103
H -3.44559 0.31809 -1.01581  0.114
H -5.01082 1.65582 -2.47831  0.097
H -4.15309 3.50429 -3.89585  0.097
H -1.69534 4.15627 -3.77026  0.096
H 0.28658 0.39789 1.08274  0.114
H -2.41755 1.95803 1.17169  0.125
H -4.57397 1.54272 2.34035  0.105
H -5.07505 -0.74429 3.24469  0.099
H -3.44261 -2.61398 2.85456  0.103
H -1.42861 -2.22658 1.49678  0.068

Properties
M: 373.52 g mol⁻¹
E_LUMO: 0.72 eV
Structure (SMILES): COc1ccc(S[C@H](c2ccccc2)c2c(C)n(C)c3ccccc23)cc1
Orbital gap: 7.937 eV

One molecule with the formula C4H5N3 in a non-equilibrium geometry. Source: OMol25; level of theory: ωB97M-V/def2-TZVPD.

Last column: Löwdin charge in e.
Positions of all 12 atoms, in Å:
C -0.03032 1.51919 0.50492  -0.120
N 0.52057 0.50194 -0.36446  -0.086
C -0.18069 -0.74647 -0.57572  -0.332
C 0.88249 -1.74989 -0.80015  -0.162
N 1.86313 -2.33350 -0.99122  0.173
C -1.16054 -1.11497 0.47473  -0.170
N -2.09006 -1.20123 1.15395  0.173
H -1.05518 1.77424 0.22438  0.088
H 0.60703 2.38589 0.33590  0.083
H -0.02438 1.27707 1.57980  0.086
H 1.48737 0.33555 -0.11367  0.111
H -0.79692 -0.72636 -1.49057  0.156

Properties
M: 95.10 g mol⁻¹
E_LUMO: 0.55 eV
Structure (SMILES): CNC(C#N)C#N
Orbital gap: 10.744 eV

The records above yield energy above the lowest of the compared OMol25 structures with the same formula, charge and spin values of 100.4 93.4 92.6 0.0 49.7 kcal per mole, respectively.
The records above yield HOMO level values of -5.59 -8.97 -8.25 -7.22 -10.20 eV, respectively.
The records above yield energy values of -410.106245 -382.536919 -403.428979 -1456.512519 -319.632941 a.u., respectively.